Computed, not measured: an isolated molecule of C4H3IN2 in a non-equilibrium geometry, with the ωB97M-V functional and the def2-TZVPD basis.

Summary:
lowest unoccupied orbital energy: -1.548 eV
HOMO-LUMO gap: 8.2 eV
total charge: 0
energy relative to the best compared isomer or geometry (same formula, charge and spin): 128.5 kJ/mol
E_HOMO: -9.75 eV
largest force on an atom: 0.112 Eh/bohr
2S+1: 1

Each line ends with the Mulliken charge.
Element x y z (Å)
C: -1.57932 1.79975 0.14759  0.426
C: 1.75449 -0.29930 -0.12573  -0.567
C: 0.64984 -1.08185 0.08659  -0.217
C: -0.55444 -0.35670 0.16179  0.387
N: -2.18277 2.68898 -0.28218  -0.422
N: -0.63445 0.96076 0.39375  -0.576
I: -2.44352 -1.50226 0.07811  0.072
H: 2.77872 -0.73072 -0.40280  0.246
H: 1.48915 0.69078 0.07758  0.351
H: 0.72231 -2.16944 -0.13470  0.298

=====

Computed, not measured: a cluster of 2 separate species, C4H3IN3 in total in a non-equilibrium geometry, with the ωB97M-V functional and the def2-TZVPD basis.

Summary:
lowest unoccupied orbital energy (spin up / spin down): -8.372 / -8.400 eV
HOMO-LUMO gap (spin up / spin down): 5.4 / 5.4 eV
total charge: +1
energy relative to the best compared isomer or geometry (same formula, charge and spin): 116.0 kJ/mol
E_HOMO (spin up / spin down): -13.80 / -13.80 eV
largest force on an atom: 0.081 Eh/bohr
2S+1: 1

Each line ends with the Mulliken charge.
Element x y z (Å)
C: 0.09676 -0.84626 -2.66978  -0.116
C: 0.59651 0.13827 0.89542  -0.547
C: -0.51064 -0.50630 1.42608  -0.045
C: -1.41016 0.54093 1.38030  0.492
N: -1.02832 1.65581 0.90285  -0.448
N: -0.19597 -0.78910 -1.57507  -0.252
N: 0.25975 1.41829 0.59923  0.210
I: -0.51470 -2.46989 1.93477  0.408
H: 0.28406 -0.90134 -3.65754  0.400
H: 1.51579 -0.25598 0.77729  0.562
H: 0.90692 2.01559 -0.01355  0.337

=====

Computed, not measured: the ion C4H3INO3 with charge -1 in a non-equilibrium geometry, with the ωB97M-V functional and the def2-TZVPD basis.

Summary:
lowest unoccupied orbital energy: 2.791 eV
HOMO-LUMO gap: 7.7 eV
total charge: -1
energy relative to the best compared isomer or geometry (same formula, charge and spin): 0.0 kJ/mol
E_HOMO: -4.87 eV
largest force on an atom: 0.053 Eh/bohr
2S+1: 1

Each line ends with the Mulliken charge.
Element x y z (Å)
C: -1.27120 2.13341 2.15279  -0.216
C: -0.70871 1.34421 1.39961  -0.217
C: 0.88446 -1.04398 -1.99357  0.671
C: 0.13624 0.44474 0.57402  -0.152
N: -0.17208 -1.32200 -0.98197  -0.312
O: 0.76055 0.10954 -2.40458  -0.687
O: 1.61903 -1.97954 -2.28373  -0.694
O: -0.71406 -0.23909 -0.29829  -0.164
I: 0.05759 -3.14531 0.14486  -0.029
H: -2.08934 2.80529 2.31848  0.319
H: 0.72377 -0.19239 1.41435  0.205
H: 0.77375 1.08511 -0.04197  0.278

=====

Computed, not measured: a structure of composition C4H3InLiO2 in a non-equilibrium geometry, with the ωB97M-V functional and the def2-TZVPD basis.

Summary:
lowest unoccupied orbital energy (spin up / spin down): -8.772 / -11.760 eV
HOMO-LUMO gap (spin up / spin down): 8.5 / 5.4 eV
total charge: +2
E_HOMO (spin up / spin down): -17.29 / -17.18 eV
largest force on an atom: 0.176 Eh/bohr
2S+1: 2

Each line ends with the Mulliken spin population.
Element x y z (Å)
In: -0.66692 0.81819 -3.29444  0.072
O: 0.15935 0.75159 -1.66969  0.123
C: 0.05618 -0.16513 -0.68386  0.354
H: -1.86548 0.50361 0.10830  0.023
H: 0.66278 -1.06966 -0.83579  -0.006
C: -0.59033 -0.52936 1.56128  0.204
C: -1.00032 -0.15929 0.22376  -0.013
C: 0.76162 -0.44118 1.64133  0.050
O: 1.80395 0.03310 1.92853  0.176
Li: 1.79634 1.49378 -1.18410  0.002
H: -1.11716 -1.23565 2.20467  0.014